{"formula": "C13H26N6O3", "method": "ωB97M-V/def2-TZVPD", "elements": ["H", "C", "N", "C", "O", "C", "N", "O", "H", "C", "H", "C", "C", "C", "H", "H", "H", "N", "H", "C", "H", "C", "H", "H", "H", "H", "N", "H", "H", "H", "C", "H", "H", "H", "C", "H", "C", "N", "H", "H", "H", "H", "H", "O", "H", "H", "C", "N"], "xyz": [[-0.23982, 4.15196, 0.12412], [-4.18764, -0.18769, -0.39902], [-0.73794, 0.83877, 0.21540], [4.05440, 1.10105, -0.66604], [1.59216, -2.05322, -1.50480], [1.72872, -1.81854, -0.32560], [2.00280, -2.76964, 0.61198], [-2.21747, 1.56243, -1.35594], [4.22942, 0.98213, -1.73650], [1.84666, -4.17584, 0.31188], [1.84263, -4.25591, -0.77683], [0.22263, 3.64353, 0.97489], [-1.95201, 0.80792, -0.44728], [0.37289, 1.52968, -0.36654], [1.98356, -2.51610, 1.58763], [-0.69342, -3.02307, 0.50960], [4.30101, 0.16208, -0.16108], [0.96754, 2.49006, 0.54112], [-0.49598, 0.05986, 0.80988], [0.55168, -4.75365, 0.88889], [-4.46120, -1.22952, -0.59457], [2.33170, 2.52877, 0.39002], [-4.84519, 1.45659, 0.81369], [0.92026, 4.31663, 1.46959], [-7.24632, 0.80075, 0.89734], [-4.24148, 0.37545, -1.33257], [-2.80584, -0.14179, 0.02386], [0.55235, -4.62907, 1.97567], [4.68459, 1.89813, -0.27566], [-0.69292, -4.20912, -0.78669], [-0.68409, -4.08969, 0.29340], [1.56924, 0.21774, -1.70728], [-6.69139, 0.92405, -0.77291], [-6.88753, -0.66084, -0.02400], [-5.13739, 0.42016, 0.63480], [-1.58973, -4.53204, 0.70175], [1.58206, 0.61132, -0.68518], [1.60228, -0.54395, 0.19460], [-5.04434, -0.12510, 1.57824], [0.53048, -5.82354, 0.67738], [-0.55799, 3.33905, 1.67257], [2.70965, -4.71959, 0.70888], [-0.01296, 2.02834, -1.27012], [3.08846, 3.32202, 0.89841], [-2.57542, -0.63140, 0.87358], [1.92996, -0.36244, 1.13241], [-6.58140, 0.36769, 0.15435], [2.68835, 1.48741, -0.43445]], "lumo_energy_ha": 0.0144, "smiles": "CCCNC(=O)N[C@@H]1[C@H](NC(=O)NCCC)N(C)C(=O)N1C", "homo_lumo_gap_ev": 9.5, "homo_ev": -9.07}

---

{"formula": "C13H26O2S", "method": "ωB97M-V/def2-TZVPD", "elements": ["C", "C", "H", "H", "C", "H", "O", "H", "H", "C", "H", "H", "C", "H", "H", "H", "C", "H", "H", "H", "H", "H", "C", "H", "H", "H", "C", "H", "H", "H", "C", "H", "H", "H", "C", "O", "H", "S", "C", "C", "C", "H"], "xyz": [[1.58234, -1.90435, 0.38863], [-2.91016, -0.60167, -0.32884], [-1.44241, 1.65642, -1.38812], [0.88249, 3.40862, -1.54775], [1.68730, -0.77779, 1.25370], [1.75166, -1.22570, 2.32904], [-2.19774, -2.73469, -0.05034], [0.78244, -2.51302, 0.68666], [1.93936, -4.13914, -0.53562], [2.22479, 1.27668, -0.92811], [-0.00656, -1.54163, -1.11837], [-1.43594, -3.46317, 0.07615], [3.28992, 0.43561, -0.21502], [4.15144, 1.24335, 0.15605], [-0.91843, 3.55857, 0.90366], [3.70735, -0.73045, 1.71798], [1.06223, -3.49657, -1.18180], [1.43481, 0.53408, -1.11626], [0.34024, -3.96758, -0.47855], [1.74612, -1.37205, -1.59174], [2.75962, 0.96745, 1.86377], [3.75466, -0.36932, -0.89614], [-0.80877, 3.23782, -0.18830], [0.85645, -0.31436, 1.01270], [-0.77806, 1.14304, 0.30101], [-4.07117, -0.83844, -0.49035], [-2.01889, -1.50462, 0.46650], [-1.24797, 3.97221, -0.97570], [1.22972, 2.09986, 1.08505], [2.48942, -2.60666, 0.10924], [1.51456, 2.35045, 0.06910], [2.65215, 2.71655, 0.32629], [2.64221, 1.56680, -2.02409], [-2.75644, -0.92992, -1.34922], [0.66497, 3.38852, -0.42554], [-1.20504, -1.15376, 1.29458], [0.94764, -3.92065, -2.24331], [-3.05261, 1.13176, 0.15422], [1.04867, -1.91018, -1.07447], [-1.37723, 1.82933, -0.25346], [3.00240, -0.02024, 1.18928], [0.88043, 4.24671, 0.13617]], "lumo_energy_ha": 0.0213, "smiles": "CCCCCCCCCCCSCC(=O)O", "homo_lumo_gap_ev": 9.3, "homo_ev": -8.74}

---

{"formula": "C13H27BNO8PS", "method": "ωB97M-V/def2-TZVPD", "elements": ["H", "H", "H", "H", "C", "S", "C", "N", "C", "H", "H", "O", "H", "C", "C", "C", "C", "H", "H", "H", "H", "O", "H", "O", "O", "H", "H", "H", "C", "H", "H", "C", "H", "C", "P", "C", "H", "C", "H", "O", "H", "O", "H", "O", "H", "C", "H", "H", "H", "O", "B", "H"], "xyz": [[-5.51947, 0.11544, 0.11198], [-4.28280, -2.89139, 0.00596], [5.52844, 1.99158, 1.15010], [0.22788, -0.33303, -3.89227], [-4.39041, -1.86139, 0.49743], [-2.04344, -1.80952, -2.27441], [6.40613, -0.56567, 2.35849], [-4.24337, 2.28790, -0.76831], [4.56991, 0.86103, 2.73280], [6.48918, 1.15273, 3.65218], [2.56681, -0.88566, -3.17426], [-0.73109, -1.44493, -1.28711], [3.76836, 0.11623, 2.77720], [-0.13403, 0.34459, 0.52157], [-2.98694, -1.12049, 0.62891], [1.99187, -0.27290, -2.39240], [-2.60814, -0.14715, -0.58318], [-5.42957, -1.05561, -1.28389], [-1.56092, 1.93976, -3.23288], [-5.71906, -2.49257, 1.80200], [-2.99618, -0.59896, 1.64996], [6.05007, 0.00531, 1.09311], [-6.59821, -1.43000, 0.06029], [-4.80603, -2.15749, 1.87754], [-3.04131, -0.47017, -1.92380], [-2.18779, -1.93882, 0.73362], [4.25205, 0.89989, 0.57475], [-1.92583, 2.43362, 0.00705], [0.69489, 1.67483, 0.27198], [1.04333, 1.27564, -3.65663], [2.69488, 0.53732, -2.01849], [0.69136, 0.33761, -3.09402], [5.98449, -1.57579, 2.40169], [-5.56015, -0.99144, -0.14332], [-3.08184, 1.58789, 0.10977], [-0.99836, -0.07179, -0.78101], [0.61712, -0.49994, 0.70893], [5.05417, 1.01605, 1.30454], [4.19395, 1.79273, 3.15825], [-1.10164, 2.10015, -2.37852], [-4.52150, 1.63877, -1.51474], [-1.82156, -1.87263, -3.74762], [-3.49471, 1.50294, 1.48183], [-2.59796, -3.13768, -1.87110], [-0.80696, 0.37953, 1.43508], [5.80548, 0.32800, 3.42698], [1.77679, -0.98661, -1.53832], [7.49328, -0.63897, 2.43504], [5.59365, -0.20273, 4.35656], [1.93532, 1.61044, 0.24256], [-0.47546, 0.81783, -2.07616], [0.23529, 2.70547, 0.06428]], "lumo_energy_ha": -0.0237, "homo_lumo_gap_ev": 8.2, "homo_ev": -8.89}

---

{"formula": "C13H27NaO13", "method": "ωB97M-V/def2-TZVPD", "elements": ["H", "H", "O", "H", "H", "C", "H", "H", "H", "C", "H", "C", "O", "C", "O", "O", "O", "H", "C", "H", "H", "C", "O", "C", "Na", "H", "H", "H", "O", "H", "H", "O", "C", "O", "C", "H", "H", "C", "O", "H", "H", "H", "C", "O", "O", "H", "H", "H", "H", "H", "H", "O", "C", "C"], "xyz": [[-8.69998, 36.31062, 30.12552], [-1.64526, 31.84201, 30.13479], [-4.79072, 32.03426, 26.16271], [-8.96933, 37.94505, 30.66619], [1.39009, 35.46360, 28.11043], [-5.35644, 31.48727, 24.95276], [-4.89630, 39.33613, 27.29291], [-0.15811, 32.61387, 29.85986], [0.01947, 36.27332, 28.92924], [-6.07163, 30.46251, 29.68358], [-0.08780, 34.61099, 28.15932], [-0.92310, 32.49346, 30.62692], [-6.32138, 30.43965, 28.28316], [-6.04506, 37.03948, 29.52072], [-2.27955, 36.49335, 27.86850], [-1.49516, 33.63193, 31.11895], [-5.59216, 31.71980, 29.98297], [-3.50391, 38.09272, 26.47872], [-4.81427, 33.33530, 26.50269], [-6.42747, 31.29280, 24.89640], [-4.85659, 35.84453, 26.41777], [0.31190, 35.62356, 28.10438], [-5.70071, 36.04339, 30.13976], [-5.66729, 38.94310, 27.95565], [-3.14703, 34.77847, 29.50388], [-2.44567, 39.39216, 26.67435], [-6.55185, 28.45925, 28.01794], [-5.56101, 31.79796, 32.12147], [-5.24801, 37.65546, 28.56231], [-4.89715, 30.50860, 24.81361], [-5.77569, 36.09729, 24.84702], [-0.15344, 36.36055, 26.95863], [-8.19657, 37.18834, 30.53084], [-6.13838, 29.51701, 30.49845], [-5.63242, 35.48868, 25.73986], [-5.04271, 32.03838, 24.06623], [-7.10480, 29.47828, 26.66582], [-1.40824, 36.76299, 27.03630], [-4.39927, 33.74999, 27.59384], [-0.42704, 31.94810, 31.42980], [-2.79020, 39.09654, 25.08764], [-8.07887, 29.36198, 28.10605], [-4.92858, 31.90725, 31.24046], [-7.22368, 37.64861, 29.61888], [-1.62599, 37.62831, 25.97838], [-4.61415, 32.95082, 31.22644], [-7.87503, 36.79159, 31.49381], [-4.12158, 31.25674, 31.57767], [-6.55384, 38.71884, 27.36249], [-6.03307, 39.68263, 28.66797], [-6.39578, 35.64247, 26.50258], [-5.50230, 34.10335, 25.57797], [-2.62790, 38.54470, 26.01351], [-7.04877, 29.39192, 27.75095]], "lumo_energy_ha": 0.0026, "homo_lumo_gap_ev": 5.9, "homo_ev": -5.78}

---

{"formula": "C13H28BN5O6P3", "method": "ωB97M-V/def2-TZVPD", "elements": ["H", "C", "C", "C", "H", "O", "H", "H", "H", "H", "H", "P", "H", "C", "O", "N", "O", "H", "H", "H", "C", "C", "H", "N", "P", "H", "H", "H", "H", "C", "H", "O", "H", "C", "C", "B", "H", "C", "H", "H", "O", "C", "N", "P", "C", "C", "H", "N", "N", "H", "H", "O", "H", "H", "H", "H"], "xyz": [[-4.62913, 2.38185, -1.95957], [5.99176, -1.13945, 3.06962], [-2.16006, -1.52019, 2.05344], [0.29862, 3.23291, -1.77090], [-1.42919, -0.92148, -0.14991], [5.34566, 1.88313, -2.88811], [-8.05519, -3.59338, 2.23223], [5.55262, -0.13825, 4.92545], [0.48590, 2.45556, 0.36504], [-0.25589, 4.18898, -1.32469], [-0.29260, 1.80356, -3.48400], [2.50785, 0.69940, -2.73173], [5.45218, -1.91405, 5.00570], [2.31823, 0.44585, 1.59393], [4.74448, 1.28551, -0.34916], [6.61492, -1.22417, 1.97667], [-1.40282, -1.38758, -1.03638], [0.58878, 1.12918, 2.18387], [-1.05207, 1.76957, -0.48239], [-7.20699, -2.09493, 2.68520], [5.24073, -1.03751, 4.38716], [0.09284, 2.03365, -0.67007], [3.49794, 0.41980, 1.77427], [1.59340, 1.24765, 2.44048], [1.05229, 0.40135, -1.12686], [0.30155, 3.49997, -4.05118], [6.01334, -0.59258, -2.97187], [-1.15692, -1.79377, -3.52335], [-7.87242, -3.15803, 3.94900], [-2.68989, -2.86105, 2.53480], [-0.45441, -0.31419, -3.97940], [5.33037, -0.76304, -2.23623], [0.80664, -1.10592, 0.88807], [1.72691, -0.51775, 0.40696], [-2.69710, 2.36994, -3.18894], [-0.32147, -0.76713, -1.87802], [-3.67789, -3.04759, 2.10483], [-0.36937, 2.94719, -3.24147], [2.51587, -1.29456, 0.02705], [4.16465, -0.98512, 4.19978], [-1.73299, 3.50332, -3.30846], [-3.51587, 2.06477, -1.76884], [-4.98290, -4.52640, 3.06502], [4.56011, 0.78601, -2.00652], [-6.07393, -3.89570, 3.02126], [-7.38896, -3.13527, 2.96841], [5.06979, 0.44184, 0.12718], [-0.35200, -1.14798, -3.35965], [-1.72033, -0.40790, 1.65406], [-2.01129, -3.66186, 2.22849], [2.27552, 2.02374, -3.32412], [-2.85756, 1.61574, -4.29264], [-3.00822, 2.70524, -0.90747], [-2.77051, -2.86031, 3.62530], [-3.42918, 0.90737, -1.56742], [1.42421, 3.56407, -1.91395]], "lumo_energy_ha": -0.1440, "homo_lumo_gap_ev": 9.0, "charge": 1, "homo_ev": -12.93}

---

We obtain electronic energy values of -1065.3280 -1059.3418 -1932.4222 -1651.8757 -2285.8738 a.u. for the records listed above, in that order.